Record 1
The following is a quantum chemistry calculation of C15H19ClN2S in the gas phase at a distorted geometry, from the OMol25 dataset.

Energy above the lowest of the compared OMol25 structures with the same formula, charge and spin ... 1.2 kJ/mol
Frontier orbital gap ... 0.3335 hartree
E ... -42201.9636 eV
Structure (SMILES) ... CCCCc1nc(Cl)c(C#N)c2c1CSC(C)(C)C2
HOMO energy ... -9.0 eV

Geometry as ORCA input:
```
! RIJCOSX wB97M-V def2-TZVPD def2/J DEFGRID3
* xyz 0 1
Cl -2.68441 3.20772 -0.30682
S 2.75950 -1.24246 0.47600
N -1.98350 0.72582 -0.51260
N 0.54406 4.56573 0.65360
C 3.03965 0.55136 -1.62179
C -0.21968 2.17888 0.14297
C -1.75542 -1.63824 -0.84783
C 1.04151 -1.41061 -0.10371
C 4.52603 0.80094 0.37791
C 0.67359 1.09379 0.19795
C 3.11881 0.46766 -0.10368
C 0.20194 3.49489 0.42818
C -3.28176 -1.69817 -0.74783
C 0.18925 -0.17890 -0.09568
C -3.77228 -2.05506 0.65514
C -3.40864 -1.01514 1.70683
C 2.09748 1.37657 0.57567
C -1.16749 -0.31463 -0.45256
C -1.54342 1.92273 -0.21833
H 0.61746 -2.16622 0.56100
H 2.19626 1.26108 1.66056
H 4.77939 1.82554 0.11309
H -1.32281 -2.43826 -0.24445
H 2.03176 0.35929 -1.98344
H -3.64618 -2.45712 -1.44288
H 3.33269 1.54767 -1.94922
H 1.07079 -1.83055 -1.11361
H -3.76354 -0.03308 1.40526
H 3.71456 -0.17318 -2.07207
H -3.36113 -3.02549 0.94719
H -1.45437 -1.82096 -1.88501
H -3.86192 -1.27065 2.66216
H -2.33129 -0.95957 1.84745
H 5.24847 0.13127 -0.08261
H -4.85905 -2.15739 0.62092
H 2.32870 2.41929 0.33974
H 4.59792 0.69003 1.45745
H -3.69290 -0.73457 -1.04494
*
```


Record 2
The following is a quantum chemistry calculation of C15H19F3N2O4 in the gas phase, from the OMol25 dataset.

Frontier orbital gap ... 0.3382 hartree
E ... -35187.7753 eV
Structure (SMILES) ... CCCCNC(=O)Nc1ccc([C@@](O)(C(=O)OC)C(F)(F)F)cc1
HOMO energy ... -8.7 eV

Geometry as ORCA input:
```
! RIJCOSX wB97M-V def2-TZVPD def2/J DEFGRID3
* xyz 0 1
F -2.70408 -1.82716 -4.03413
F -0.84560 -2.82281 -4.41506
F -2.60690 -3.96824 -3.95101
O -3.83438 -2.22009 -1.62978
O -2.84539 -3.82165 -0.40876
O -0.72918 -3.90773 -1.91083
O 2.60534 3.54597 -0.17555
N 2.59651 1.44236 0.68590
N 1.02450 2.11530 -0.89432
C -1.93279 -2.85006 -3.64497
C 0.42385 0.90138 -1.19025
C -2.83539 -3.00442 -1.29412
C 3.07045 1.74812 3.09401
C 0.46918 -1.48393 -1.52147
C -5.03409 -2.35801 -0.86858
C -1.58423 -0.28567 -1.82580
C -0.93375 0.89177 -1.52120
C 1.56500 2.94764 4.72675
C 2.06590 2.88155 3.28959
C -1.56563 -2.81392 -2.14498
C 1.12301 -0.30614 -1.21887
C -0.88829 -1.48871 -1.81093
C 2.13028 2.43265 -0.11582
C 3.62444 1.70211 1.66933
H 0.84944 3.75755 4.84481
H 1.21702 2.73761 2.61708
H 4.38743 0.91997 1.59219
H -2.63186 -0.26176 -2.07913
H 3.90654 1.88096 3.78280
H -5.76938 -1.72184 -1.35302
H 2.39258 3.11885 5.41151
H 2.00799 0.64064 0.85092
H -4.86172 -2.03764 0.16018
H -5.36077 -3.39882 -0.86907
H 4.07087 2.66284 1.40530
H -1.09846 -4.40630 -1.15886
H 0.59857 2.93420 -1.30689
H 2.18793 -0.32114 -1.05020
H 1.07766 2.01560 5.00651
H 2.53826 3.82763 3.02002
H -1.47968 1.82331 -1.53930
H 2.59440 0.79172 3.32932
H 1.01445 -2.41370 -1.55330
*
```


Question: Among the records above, which one has the highest E?
Answer: C15H19F3N2O4